{"formula": "C5H12O2", "method": "ωB97M-V/def2-TZVPD", "e_homo_ev": -10.06, "homo_lumo_gap_ev": 10.9, "relative_energy_kcal_mol": 13.08, "smiles": "CC[C@@H](O)[C@@H](C)O", "species": ["C", "C", "C", "O", "C", "C", "O", "H", "H", "H", "H", "H", "H", "H", "H", "H", "H", "H", "H"], "positions_angstrom": [[2.16007, 0.05118, 1.46182], [0.79509, 0.59341, 1.01964], [0.22687, -0.04562, -0.24596], [0.18764, -1.46787, -0.13290], [-1.23000, 0.38880, -0.50297], [-1.70391, 0.04999, -1.91449], [-2.06269, -0.21146, 0.46984], [2.10834, -0.96792, 1.87169], [2.89174, 0.04727, 0.64423], [2.56781, 0.67657, 2.26167], [0.05907, 0.45486, 1.82168], [0.88463, 1.67132, 0.83138], [0.85327, 0.23034, -1.11028], [0.91238, -1.73196, 0.44727], [-1.30874, 1.47389, -0.34943], [-1.54921, -1.01288, -2.13146], [-2.77341, 0.26430, -2.00020], [-1.16833, 0.64021, -2.66798], [-1.76572, -1.13372, 0.49782]], "forces_ev_per_a": [[0.036, 0.003, -0.013], [-0.068, 0.048, 0.023], [0.034, 0.240, 0.008], [0.201, -0.121, 0.077], [0.170, 0.185, -0.191], [0.012, -0.040, -0.027], [0.004, -0.134, 0.021], [-0.040, 0.180, -0.098], [-0.152, 0.026, 0.076], [-0.051, -0.107, -0.090], [0.128, 0.094, -0.084], [-0.058, -0.162, 0.059], [-0.110, -0.035, 0.096], [-0.154, -0.080, -0.177], [0.069, -0.176, 0.000], [0.000, 0.137, 0.050], [0.162, -0.005, 0.013], [-0.048, -0.098, 0.135], [-0.135, 0.046, 0.121]]}

---

{"formula": "CH29GaIO14", "method": "ωB97M-V/def2-TZVPD", "e_homo_ev": -5.87, "homo_lumo_gap_ev": 8.0, "charge": -1, "species": ["O", "O", "C", "Ga", "I", "H", "H", "H", "H", "H", "O", "H", "H", "O", "H", "H", "O", "H", "H", "O", "H", "H", "O", "H", "H", "O", "H", "H", "O", "H", "H", "O", "H", "H", "O", "H", "H", "O", "H", "H", "O", "H", "H", "O", "H", "H"], "positions_angstrom": [[-1.43586, -2.19175, 0.08720], [-0.39285, -2.70922, -0.75756], [0.65894, -1.70884, -0.80030], [0.00763, 0.23956, -0.74972], [1.81121, 1.56196, 0.78059], [-1.32787, -2.71229, 0.90064], [1.38982, -1.94008, -0.01571], [1.14153, -1.85134, -1.77012], [0.15703, 0.90485, -2.16511], [-1.37443, 0.48609, -0.03919], [0.23026, -1.13726, -4.14079], [-0.63035, -1.35570, -3.75259], [0.20858, -1.61431, -4.97635], [-4.01557, -0.59398, 1.05306], [-3.25486, -1.10791, 0.74666], [-4.74704, -0.91073, 0.51245], [-2.47957, -2.53177, -2.99591], [-2.19550, -2.71724, -2.09020], [-2.85765, -3.35713, -3.30987], [4.20986, -0.12887, -1.57266], [3.40103, 0.20769, -1.16092], [4.67301, -0.54396, -0.83903], [-0.04426, -4.21643, -3.33000], [0.85669, -4.36668, -3.62697], [0.02721, -3.75861, -2.48153], [3.83082, 4.59405, -0.49882], [4.26339, 4.94076, 0.28733], [3.66651, 3.66554, -0.28310], [-4.26081, -1.51478, 3.95406], [-4.02103, -1.22106, 3.06346], [-3.93427, -2.41778, 3.99849], [-4.06692, 1.91762, -0.24273], [-4.63711, 2.63984, 0.03349], [-3.99528, 1.31967, 0.52167], [4.21499, 7.00154, -2.65003], [3.69073, 7.76209, -2.38517], [4.16403, 6.39435, -1.89951], [-0.86714, -1.88080, 2.30660], [-0.51572, -1.17646, 1.74794], [-0.64051, -1.55800, 3.19497], [0.41307, -0.29014, 4.21078], [0.86750, 0.38334, 3.69806], [0.57737, -0.02823, 5.12171], [2.19474, 2.26128, 4.31880], [2.42578, 2.18752, 3.37973], [2.61287, 3.07358, 4.61619]], "forces_ev_per_a": [[-0.686, -0.883, -1.150], [0.146, 0.407, -0.036], [0.222, 0.103, 0.199], [-0.513, -0.201, -0.595], [0.253, -0.018, 0.203], [0.144, 0.087, -0.091], [-0.050, -0.051, 0.017], [-0.052, -0.014, -0.026], [0.154, 0.137, 0.097], [0.172, 0.109, 0.259], [-0.175, -0.037, -0.175], [0.058, -0.032, 0.074], [0.063, -0.049, 0.055], [-0.077, -0.369, 0.274], [0.272, 0.238, -0.150], [0.005, 0.078, -0.020], [-0.250, 0.172, 0.135], [0.134, 0.104, -0.017], [0.166, -0.048, -0.066], [0.008, -0.077, 0.072], [0.017, 0.087, -0.074], [-0.004, 0.005, 0.001], [-0.009, -0.357, -0.086], [0.049, 0.104, 0.103], [-0.081, 0.090, -0.067], [0.236, 0.190, 0.124], [-0.022, -0.036, 0.025], [-0.231, -0.027, -0.170], [-0.026, -0.110, 0.022], [-0.058, 0.134, -0.108], [0.048, 0.031, 0.018], [-0.172, 0.044, 0.141], [0.041, -0.008, 0.072], [0.095, 0.048, -0.342], [0.104, 0.101, 0.151], [-0.040, -0.033, -0.009], [-0.113, -0.220, -0.148], [0.321, 0.420, 1.417], [-0.126, 0.022, -0.180], [-0.004, -0.162, 0.001], [-0.030, -0.149, 0.332], [0.086, 0.198, -0.242], [-0.039, 0.008, -0.043], [0.136, -0.051, 0.026], [-0.138, -0.001, -0.014], [-0.034, 0.013, -0.008]]}

---

Copy entry 1 word for word.
{"formula": "C5H12O2", "method": "ωB97M-V/def2-TZVPD", "e_homo_ev": -10.06, "homo_lumo_gap_ev": 10.9, "relative_energy_kcal_mol": 13.08, "smiles": "CC[C@@H](O)[C@@H](C)O", "species": ["C", "C", "C", "O", "C", "C", "O", "H", "H", "H", "H", "H", "H", "H", "H", "H", "H", "H", "H"], "positions_angstrom": [[2.16007, 0.05118, 1.46182], [0.79509, 0.59341, 1.01964], [0.22687, -0.04562, -0.24596], [0.18764, -1.46787, -0.13290], [-1.23000, 0.38880, -0.50297], [-1.70391, 0.04999, -1.91449], [-2.06269, -0.21146, 0.46984], [2.10834, -0.96792, 1.87169], [2.89174, 0.04727, 0.64423], [2.56781, 0.67657, 2.26167], [0.05907, 0.45486, 1.82168], [0.88463, 1.67132, 0.83138], [0.85327, 0.23034, -1.11028], [0.91238, -1.73196, 0.44727], [-1.30874, 1.47389, -0.34943], [-1.54921, -1.01288, -2.13146], [-2.77341, 0.26430, -2.00020], [-1.16833, 0.64021, -2.66798], [-1.76572, -1.13372, 0.49782]], "forces_ev_per_a": [[0.036, 0.003, -0.013], [-0.068, 0.048, 0.023], [0.034, 0.240, 0.008], [0.201, -0.121, 0.077], [0.170, 0.185, -0.191], [0.012, -0.040, -0.027], [0.004, -0.134, 0.021], [-0.040, 0.180, -0.098], [-0.152, 0.026, 0.076], [-0.051, -0.107, -0.090], [0.128, 0.094, -0.084], [-0.058, -0.162, 0.059], [-0.110, -0.035, 0.096], [-0.154, -0.080, -0.177], [0.069, -0.176, 0.000], [0.000, 0.137, 0.050], [0.162, -0.005, 0.013], [-0.048, -0.098, 0.135], [-0.135, 0.046, 0.121]]}

---

What is the formula in the first record?
C5H12O2

---

What is the formula in the second record?
CH29GaIO14